[1]
This record from the OMol25 dataset describes a single C3H5O3P molecule. The level of theory is the ωB97M-V functional and the def2-TZVPD basis.

```
12
Properties=species:S:1:pos:R:3:lowdin_charge:R:1
C -2.156 1.633 -0.778 -0.36
C -2.138 0.279 -0.395 -0.17
C 2.508 -1.202 0.689 -0.14
O -1.212 2.407 -0.528 -0.10
O -0.957 -0.227 0.091 -0.31
O 1.102 -1.071 0.580 -0.40
P 0.482 0.340 0.030 1.07
H -3.068 1.952 -1.330 0.11
H -3.018 -0.405 -0.406 0.12
H 2.940 -0.444 0.131 0.04
H 2.617 -2.100 0.256 0.06
H 2.900 -1.163 1.660 0.08
```

## Properties
Energy, eV: -18620.7721
Kohn-Sham gap (alpha / beta), eV: 7.4 / 6.3
Strongest force on any atom, eV/Å: 3.83
ΔE to the lowest compared entry with this formula, charge and spin, eV: 3.407

[2]
This record from the OMol25 dataset describes 2 unconnected molecules or ions with the total composition C3H5O3P. The level of theory is the ωB97M-V functional and the def2-TZVPD basis.

```
12
Properties=species:S:1:pos:R:3:lowdin_charge:R:1
C -1.075 -1.758 0.271 -0.21
C 2.295 -2.642 -1.169 -0.13
C -0.962 1.048 -0.014 -0.24
O -0.996 -2.838 -0.105 0.12
O 2.567 -1.539 -0.797 0.01
O -2.821 -0.164 1.707 -0.45
P -2.167 -0.306 0.365 0.70
H 1.471 -3.110 -0.678 0.05
H 2.820 -3.219 -1.875 0.07
H -1.382 1.656 -0.764 0.02
H -0.478 1.423 0.925 0.08
H -0.088 0.587 -0.401 0.00
```

## Properties
Energy, eV: -18620.6272
Kohn-Sham gap, eV: 8.0
Strongest force on any atom, eV/Å: 2.77
ΔE to the lowest compared entry with this formula, charge and spin, eV: 3.552

[3]
This record from the OMol25 dataset describes a gas-phase ion, C3H5O3S (charge -1). The level of theory is the ωB97M-V functional and the def2-TZVPD basis.

```
12
Properties=species:S:1:pos:R:3:lowdin_charge:R:1
C -0.841 -0.719 -1.010 -0.02
C -0.493 -0.369 0.202 -0.19
C 0.847 -0.803 0.682 -0.61
O 1.622 -1.734 -0.054 -0.36
O 1.982 0.576 -1.330 -0.47
O 1.802 1.463 1.110 -0.45
S 2.170 0.029 -0.030 0.83
H -1.861 -0.382 -1.301 0.06
H -0.219 -1.341 -1.558 0.03
H -1.130 0.091 1.022 0.12
H 0.862 -1.013 1.708 0.09
H 1.582 2.304 0.691 -0.03
```

## Properties
Total charge: -1
Energy, eV: -20167.6136
Kohn-Sham gap, eV: 8.1
Strongest force on any atom, eV/Å: 4.86
ΔE to the lowest compared entry with this formula, charge and spin, eV: 3.486

[4]
This record from the OMol25 dataset describes 2 unconnected molecules or ions with the total composition C3H5O4. The level of theory is the ωB97M-V functional and the def2-TZVPD basis.

```
12
Properties=species:S:1:pos:R:3:lowdin_charge:R:1
C 2.801 0.797 0.712 -0.37
C -0.796 -0.525 0.197 -0.22
C -1.118 0.672 -0.646 0.00
O 3.771 1.233 1.036 0.34
O -1.207 -2.636 -0.138 0.26
O 1.757 0.450 0.377 0.18
O -0.902 -1.557 -0.629 0.07
H -1.269 -0.795 1.206 0.20
H -0.742 1.514 -0.245 0.05
H -0.420 0.462 -1.565 0.16
H -2.224 0.672 -0.870 0.13
H 0.347 -0.286 0.565 0.19
```

## Properties
Total charge: +1
Energy, eV: -11367.5317
Kohn-Sham gap (alpha / beta), eV: 7.9 / 8.0
Strongest force on any atom, eV/Å: 4.61
ΔE to the lowest compared entry with this formula, charge and spin, eV: 0.256

[5]
This record from the OMol25 dataset describes a molecular structure, C3H5O4Rh. The level of theory is the ωB97M-V functional and the def2-TZVPD basis.

```
13
Properties=species:S:1:pos:R:3:lowdin_charge:R:1
C 0.439 2.060 -0.182 -0.06
O 0.592 0.683 0.077 -0.17
C -0.233 -0.137 -0.707 -0.24
O -0.031 -1.443 -0.274 -0.25
Rh 1.706 -2.402 0.275 1.42
H 1.116 2.592 0.494 0.11
H 0.714 2.299 -1.223 0.11
H -0.599 2.379 0.006 0.11
H 0.063 -0.089 -1.769 0.16
H -1.289 0.146 -0.565 0.16
O 0.051 -2.739 1.527 -0.02
C -0.761 -1.952 0.999 -0.58
O -1.768 -1.396 1.342 0.25
```

## Properties
Total charge: +1
Energy, eV: -14374.5940
⟨S²⟩: 8.76
Kohn-Sham gap (alpha / beta), eV: 9.2 / 4.7
Spin multiplicity: 6
Strongest force on any atom, eV/Å: 5.54
ΔE to the lowest compared entry with this formula, charge and spin, eV: 1.465

[6]
This record from the OMol25 dataset describes a molecular structure, C3H5O4Tb. The level of theory is the ωB97M-V functional and the def2-TZVPD basis.

```
13
Properties=species:S:1:pos:R:3:lowdin_charge:R:1
O -0.781 3.435 1.455 0.11
C 0.088 3.563 0.483 -0.60
C -1.129 1.969 1.658 -0.01
O 0.868 4.461 0.311 0.15
O 0.249 2.374 -0.166 -0.17
C -0.527 1.322 0.444 -0.12
H -2.216 1.873 1.723 0.14
H -0.646 1.681 2.599 0.14
H -1.247 1.006 -0.318 0.14
H 0.211 0.412 0.552 0.15
O 2.018 -0.110 -0.754 -0.57
H 2.397 -0.909 -1.120 -0.04
Tb 2.409 1.859 -1.577 1.69
```

## Properties
Total charge: +1
Energy, eV: -33809.4066
⟨S²⟩: 15.77
Kohn-Sham gap (alpha / beta), eV: 9.8 / 7.7
Spin multiplicity: 8
Strongest force on any atom, eV/Å: 2.97
ΔE to the lowest compared entry with this formula, charge and spin, eV: 0.334

[7]
This record from the OMol25 dataset describes a molecular structure, C3H5O4Tb. The level of theory is the ωB97M-V functional and the def2-TZVPD basis.

```
13
Properties=species:S:1:pos:R:3:lowdin_charge:R:1
H -0.374 1.759 1.233 0.13
C -0.873 0.800 1.402 0.06
O 0.218 -0.069 1.753 0.06
C 0.281 -1.218 1.131 -0.71
O -0.507 -1.508 0.137 -0.10
O 1.209 -2.030 1.319 0.19
H -1.648 -0.145 0.916 0.23
H -1.727 0.971 2.062 0.12
H 1.236 1.475 -1.428 0.13
C 0.524 0.938 -2.078 0.09
O 0.842 -0.234 -2.417 -0.27
H -0.260 1.472 -2.640 0.14
Tb 1.077 -2.212 -1.391 1.94
```

## Properties
Total charge: +2
Energy, eV: -33793.9768
⟨S²⟩: 12.93
Kohn-Sham gap (alpha / beta), eV: 4.8 / 8.4
Spin multiplicity: 7
Strongest force on any atom, eV/Å: 3.84
ΔE to the lowest compared entry with this formula, charge and spin, eV: 4.590

[8]
This record from the OMol25 dataset describes a molecular structure, C3H5O5Pb. The level of theory is the ωB97M-V functional and the def2-TZVPD basis.

```
14
Properties=species:S:1:pos:R:3:lowdin_charge:R:1
O -1.948 -2.249 0.910 0.01
C -1.741 -0.960 0.598 -0.24
C -2.351 -0.273 -0.619 -0.40
O -1.893 1.038 -0.716 -0.51
H 2.613 0.241 -1.699 0.14
H -1.266 -0.372 1.391 0.08
H -2.876 -2.379 0.559 0.14
H -3.456 -0.309 -0.524 0.12
H -2.097 -0.877 -1.515 0.12
Pb 0.009 1.213 -0.249 1.59
O 1.669 1.201 0.988 -0.23
C 2.557 0.651 0.262 -0.80
O 3.744 0.490 0.435 0.10
O 1.976 0.368 -0.982 -0.12
```

## Properties
Energy, eV: -18672.8581
⟨S²⟩: 0.76
Kohn-Sham gap (alpha / beta), eV: 7.7 / 7.3
Spin multiplicity: 2
Strongest force on any atom, eV/Å: 5.27
ΔE to the lowest compared entry with this formula, charge and spin, eV: 0.244

[9]
This record from the OMol25 dataset describes a single C3H5OS molecule. The level of theory is the ωB97M-V functional and the def2-TZVPD basis.

```
10
Properties=species:S:1:pos:R:3:lowdin_charge:R:1
O 0.289 -0.113 2.713 0.05
C -0.046 -0.258 1.564 -0.28
C 0.923 -0.249 0.411 -0.23
C 0.440 0.649 -0.738 -0.66
S -0.816 -0.047 -1.793 0.65
H -1.121 -0.363 1.339 0.12
H 1.861 0.150 0.788 0.11
H 1.039 -1.274 0.070 0.11
H -0.067 1.543 -0.356 0.07
H 1.313 1.064 -1.246 0.07
```

## Properties
Energy, eV: -16072.9855
⟨S²⟩: 0.75
Kohn-Sham gap (alpha / beta), eV: 10.4 / 7.0
Spin multiplicity: 2
Strongest force on any atom, eV/Å: 0.65
ΔE to the lowest compared entry with this formula, charge and spin, eV: 0.000

[10]
This record from the OMol25 dataset describes a single C3H5PS molecule. The level of theory is the ωB97M-V functional and the def2-TZVPD basis.

```
10
Properties=species:S:1:pos:R:3:lowdin_charge:R:1
C -0.978 1.766 -0.200 -0.42
C -0.225 -0.976 0.553 -0.44
C 0.918 -0.552 -0.344 -0.70
P -1.704 0.348 0.137 0.78
S 1.764 0.949 0.204 0.65
H -1.214 2.687 -0.712 -0.06
H -0.753 -1.851 0.336 0.01
H -0.151 -0.935 1.701 0.09
H 1.644 -1.255 -0.272 0.00
H 0.699 -0.180 -1.404 0.09
```

## Properties
Energy, eV: -23310.6636
⟨S²⟩: 2.03
Kohn-Sham gap (alpha / beta), eV: 8.0 / 6.8
Spin multiplicity: 3
Strongest force on any atom, eV/Å: 4.26
ΔE to the lowest compared entry with this formula, charge and spin, eV: 1.960

[11]
This record from the OMol25 dataset describes 2 unconnected molecules or ions with the total composition C3H6. The level of theory is the ωB97M-V functional and the def2-TZVPD basis.

```
9
Properties=species:S:1:pos:R:3:lowdin_charge:R:1
C -0.880 1.717 -0.893 0.07
C 0.091 0.175 0.781 0.04
C 0.671 -1.054 0.205 -0.20
H -1.094 2.713 -0.450 -0.08
H -1.929 1.477 -1.182 -0.07
H 0.477 0.756 1.639 0.02
H 1.299 -0.388 -0.558 0.13
H 0.067 -1.690 -0.337 0.03
H 1.318 -1.728 0.706 0.05
```

## Properties
Energy, eV: -3199.7279
Kohn-Sham gap (alpha / beta), eV: 8.5 / 7.3
Strongest force on any atom, eV/Å: 4.28
ΔE to the lowest compared entry with this formula, charge and spin, eV: 7.731

[12]
This record from the OMol25 dataset describes a single C3H6 molecule. The level of theory is the ωB97M-V functional and the def2-TZVPD basis.

```
9
Properties=species:S:1:pos:R:3:lowdin_charge:R:1
C -1.278 -0.223 0.224 -0.06
C -0.091 -0.529 -0.249 -0.29
C 1.041 0.445 -0.091 -0.16
H -1.725 0.724 0.649 0.08
H -2.080 -0.947 0.243 0.04
H 0.091 -1.432 -0.957 0.13
H 0.695 1.574 -0.135 0.11
H 1.462 0.329 1.014 0.10
H 1.886 0.058 -0.699 0.06
```

## Properties
Energy, eV: -3206.6625
Kohn-Sham gap, eV: 10.8
Strongest force on any atom, eV/Å: 2.59
ΔE to the lowest compared entry with this formula, charge and spin, eV: 0.796

[13]
This record from the OMol25 dataset describes a molecular structure, C3H6AlCl2F4IO2P. The level of theory is the ωB97M-V functional and the def2-TZVPD basis.

```
20
Properties=species:S:1:pos:R:3:lowdin_charge:R:1
O 1.077 -1.451 1.074 -0.42
P 1.260 0.191 1.392 0.61
O 1.387 0.855 -0.135 -0.44
Al -0.863 0.877 2.178 -0.14
I -0.627 3.371 2.932 0.13
C -2.273 0.723 0.680 -0.55
F -3.278 1.646 0.761 0.00
F -1.723 0.898 -0.554 0.02
C -3.002 -0.593 0.563 -0.44
F -2.192 -1.530 0.079 0.08
F -3.448 -1.003 1.749 0.07
H 1.567 -1.953 1.734 0.01
H 2.228 1.323 -0.171 -0.03
H -1.190 0.023 3.478 -0.11
H -3.839 -0.489 -0.124 0.16
C 2.893 -0.677 -3.064 -1.01
Cl 3.859 0.488 -2.162 0.53
Cl 3.127 -0.519 -4.814 0.48
H 3.188 -1.675 -2.765 0.03
H 1.849 -0.504 -2.832 0.03
```

## Properties
Total charge: -1
Energy, eV: -67209.2056
Kohn-Sham gap, eV: 6.6
Strongest force on any atom, eV/Å: 1.48
ΔE to the lowest compared entry with this formula, charge and spin, eV: 0.000

[14]
This record from the OMol25 dataset describes a molecular structure, C3H6AsCl2INORhS4. The level of theory is the ωB97M-V functional and the def2-TZVPD basis.

```
20
Properties=species:S:1:pos:R:3:lowdin_charge:R:1
Rh -0.215 1.515 0.059 0.24
S 3.957 1.138 -0.427 -0.03
As 2.543 2.617 0.164 -0.54
S 1.344 1.808 1.848 0.00
S 1.049 2.877 -1.453 0.00
S 3.512 4.437 0.649 0.17
Cl -2.116 0.375 1.632 0.56
C -3.335 0.946 0.479 -0.91
Cl -2.604 2.218 -0.516 0.57
H -4.173 1.362 1.035 0.04
H -3.628 0.127 -0.175 0.04
N 1.520 -1.377 -0.284 0.18
C 0.230 -1.542 -0.552 -0.67
O -0.550 -0.614 -0.764 -0.13
C -0.297 -2.954 -0.587 -0.53
I -0.273 -3.790 1.405 0.78
H 1.922 -0.439 -0.246 0.00
H 2.141 -2.153 -0.126 0.11
H 0.304 -3.600 -1.220 0.05
H -1.330 -2.950 -0.918 0.05
```

## Properties
Energy, eV: -147078.7130
⟨S²⟩: 6.02
Kohn-Sham gap (alpha / beta), eV: 7.5 / 5.4
Spin multiplicity: 5
Strongest force on any atom, eV/Å: 1.53

[15]
This record from the OMol25 dataset describes a single C3H6BN molecule. The level of theory is the ωB97M-V functional and the def2-TZVPD basis.

```
11
Properties=species:S:1:pos:R:3:lowdin_charge:R:1
B 1.629 -0.356 0.458 -0.41
C 0.204 -0.003 0.151 -0.16
C -0.786 -1.133 0.081 -0.06
C -0.052 1.414 -0.291 -0.03
N 2.870 -0.603 0.575 0.17
H -1.226 -1.144 1.083 0.10
H -0.266 -2.075 -0.177 0.10
H -1.637 -1.104 -0.509 0.05
H -0.921 1.733 0.163 0.07
H -0.546 1.265 -1.296 0.13
H 0.731 2.007 -0.239 0.03
```

## Properties
Energy, eV: -5370.7914
Kohn-Sham gap (alpha / beta), eV: 8.6 / 7.9
Strongest force on any atom, eV/Å: 6.72
ΔE to the lowest compared entry with this formula, charge and spin, eV: 3.388

[16]
This record from the OMol25 dataset describes a single C3H6BNO2S molecule. The level of theory is the ωB97M-V functional and the def2-TZVPD basis.

```
14
Properties=species:S:1:pos:R:3:lowdin_charge:R:1
O 0.463 -2.469 0.154 0.23
B 0.021 -1.264 0.162 -0.37
N -1.549 -1.027 0.168 0.13
C -1.911 0.171 -0.071 -0.24
C -1.047 1.439 -0.214 -0.43
S 0.767 1.665 0.298 0.86
C 1.459 0.013 0.252 -0.61
O 2.415 -0.156 -0.733 -0.12
H -0.115 -3.183 0.261 0.09
H -2.994 0.456 -0.188 0.12
H -1.022 1.859 -1.229 0.06
H -1.710 2.083 0.542 0.11
H 2.018 -0.002 1.178 0.06
H 3.205 0.415 -0.581 0.11
```

## Properties
Energy, eV: -20304.3316
Kohn-Sham gap, eV: 9.3
Strongest force on any atom, eV/Å: 4.30
ΔE to the lowest compared entry with this formula, charge and spin, eV: 0.000

[17]
This record from the OMol25 dataset describes a molecular structure, C3H6Br2O. The level of theory is the ωB97M-V functional and the def2-TZVPD basis.

```
12
Properties=species:S:1:pos:R:3:lowdin_charge:R:1
C -0.400 -0.119 -1.538 -0.20
C -0.435 0.043 1.059 -0.36
C 0.449 0.006 -0.329 -1.21
O 0.427 -0.266 2.118 -0.17
Br 1.603 -1.624 -0.122 0.65
Br 1.623 1.482 -0.157 0.73
H 0.049 0.415 -2.336 0.05
H -0.568 -1.219 -1.825 0.10
H -1.418 0.282 -1.417 0.09
H -1.204 -0.654 0.961 0.09
H -0.943 1.097 1.112 0.14
H 0.816 0.557 2.474 0.09
```

## Properties
Energy, eV: -145339.9502
Kohn-Sham gap, eV: 10.4
Strongest force on any atom, eV/Å: 3.68
ΔE to the lowest compared entry with this formula, charge and spin, eV: 0.479

[18]
This record from the OMol25 dataset describes a molecular structure, C3H6Br3OP. The level of theory is the ωB97M-V functional and the def2-TZVPD basis.

```
14
Properties=species:S:1:pos:R:3:lowdin_charge:R:1
C 0.076 -0.238 1.906 -0.17
C -0.100 -0.010 -1.732 0.05
C -0.896 -0.763 0.871 -0.86
O -3.396 -0.291 1.826 -0.44
P -2.552 -0.088 0.622 -0.14
Br -1.211 -2.678 0.779 0.67
Br -2.370 2.131 0.180 0.33
Br -3.559 -0.837 -1.205 0.40
H 0.268 0.760 1.745 0.03
H 1.023 -0.862 1.728 0.10
H -0.284 -0.622 2.923 0.11
H 0.404 0.837 -1.239 0.00
H 0.448 -0.990 -1.885 0.03
H -1.225 -0.027 -1.821 -0.10
```

## Properties
Energy, eV: -224670.0583
Kohn-Sham gap (alpha / beta), eV: 8.8 / 7.9
Strongest force on any atom, eV/Å: 5.05
ΔE to the lowest compared entry with this formula, charge and spin, eV: 3.671

[19]
This record from the OMol25 dataset describes a molecular structure, C3H6BrClO. The level of theory is the ωB97M-V functional and the def2-TZVPD basis.

```
12
Properties=species:S:1:pos:R:3:lowdin_charge:R:1
C 0.000 0.395 -1.240 -0.16
C 0.149 -0.536 1.078 -0.36
C -0.501 -0.636 -0.343 -0.82
O -0.634 -1.176 1.994 -0.13
Cl -0.954 -2.246 -0.627 0.77
Br -2.753 0.409 0.215 0.22
H 1.045 0.279 -1.474 0.10
H -0.378 0.188 -2.159 0.04
H -0.199 1.466 -0.960 0.11
H 0.409 0.423 1.439 0.11
H 1.074 -0.982 1.183 0.11
H -1.569 -0.916 2.006 0.02
```

## Properties
Energy, eV: -87818.8387
Kohn-Sham gap, eV: 8.5
Strongest force on any atom, eV/Å: 4.38
ΔE to the lowest compared entry with this formula, charge and spin, eV: 0.992

[20]
This record from the OMol25 dataset describes a gas-phase ion, C3H6BrN2O (charge +1). The level of theory is the ωB97M-V functional and the def2-TZVPD basis.

```
13
Properties=species:S:1:pos:R:3:lowdin_charge:R:1
C -0.233 0.625 0.025 -0.23
C 1.791 -0.509 -2.098 -0.47
C -1.184 0.086 2.267 -0.10
N -0.845 -0.051 0.895 -0.01
N -0.380 0.214 -1.330 0.01
O 0.562 -0.037 -2.335 -0.04
Br 2.647 -1.258 -0.677 1.02
H 0.450 1.576 0.113 0.17
H 2.149 -0.343 -3.161 0.15
H -0.633 -0.729 2.705 0.08
H -0.875 1.107 2.522 0.09
H -2.258 -0.225 2.613 0.13
H -1.193 -0.456 -1.539 0.20
```

## Properties
Total charge: +1
Energy, eV: -78265.6507
Kohn-Sham gap, eV: 7.0
Strongest force on any atom, eV/Å: 4.19
ΔE to the lowest compared entry with this formula, charge and spin, eV: 3.830